The following is a quantum chemistry calculation of a single C5H6O2S molecule at a distorted geometry, from the Open Molecules 2025 dataset.

## Properties
- Gap between HOMO and LUMO: 7.607 eV
- Largest force on an atom: 0.12724 Eh/bohr
- SMILES string: COc1sccc1O
- ΔE to the lowest compared entry with this formula, charge and spin: 352.29 kJ/mol

Each line ends with the Mulliken charge.
Geometry (Å):
C: 1.254 -1.953 0.601  -0.68
S: -2.140 -0.348 0.560  -0.12
C: 0.214 0.895 -0.287  0.46
C: -2.124 1.054 -0.402  -0.40
H: 1.718 1.959 -0.753  0.32
O: 0.201 -1.427 1.393  -0.37
H: 2.059 -1.219 0.505  0.28
O: 1.538 1.093 -0.356  -0.45
C: -0.485 -0.408 0.883  0.27
H: 0.892 -2.218 -0.395  0.34
H: 1.615 -2.838 1.123  0.24
H: -3.065 1.486 -0.667  0.41
C: -0.877 1.539 -0.770  -0.60
H: -0.800 2.385 -1.435  0.30

=====

The following is a quantum chemistry calculation of a molecular structure, C29H34Cl7CsF12MgN6O11S3 at a distorted geometry, from the Open Molecules 2025 dataset.

## Properties
- Gap between HOMO and LUMO: 2.005 eV
- Largest force on an atom: 0.18158 Eh/bohr
- ΔE to the lowest compared entry with this formula, charge and spin: 101.88 kJ/mol

Each line ends with the Mulliken charge.
Geometry (Å):
F: 9.027 5.466 -1.858  -0.18
Cl: 3.923 -0.136 3.878  -0.07
H: -0.908 1.457 -2.076  0.25
H: -0.971 -4.633 2.444  0.14
N: -2.428 0.773 1.536  -0.16
H: -2.119 -4.072 -2.138  0.52
O: 2.362 -4.925 -4.411  -0.66
F: -3.080 -0.566 3.941  -0.18
H: -2.786 1.814 -1.207  -0.17
H: -6.013 -4.611 -2.431  0.31
C: -1.868 3.053 1.755  -3.36
C: 1.714 -0.001 1.274  -1.07
C: -4.078 -4.521 -1.436  -0.07
F: -6.303 0.198 3.487  -0.26
O: 7.181 1.375 1.862  -0.50
C: -4.038 0.340 4.125  0.81
C: -0.166 0.302 -0.302  0.26
F: -0.111 -3.952 -0.955  -0.17
C: 2.304 1.394 1.112  -1.11
H: 0.706 0.775 -2.260  0.63
C: -2.514 -0.306 0.677  -0.46
C: -3.584 -1.200 0.673  -0.40
H: 0.766 -1.574 0.197  0.26
C: 0.274 -3.074 -1.903  0.10
H: -3.536 3.208 -0.492  0.62
C: -5.561 -4.131 -1.569  -1.28
F: 6.620 4.553 3.796  -0.23
H: -1.513 3.890 1.078  1.53
C: -3.024 -3.515 -1.931  -0.68
F: -5.107 1.482 2.258  -0.24
Cl: -3.691 -5.190 0.179  -0.15
H: -1.147 -6.307 1.927  0.30
H: 4.364 -2.384 4.359  0.35
H: -0.195 0.973 0.555  0.27
H: 1.814 -0.551 -0.858  0.53
F: -4.650 0.121 5.273  -0.24
O: 4.455 -5.046 -3.320  -0.65
C: -6.542 1.951 -4.693  -0.36
O: 6.507 4.013 -1.183  -0.62
Mg: 11.642 5.156 1.134  -0.04
S: -5.021 -1.169 1.821  1.65
O: 4.355 -4.838 -5.672  -0.68
S: 6.739 2.719 1.937  0.93
C: 0.650 -5.881 2.937  0.01
C: 7.058 3.301 3.653  0.68
C: 0.019 1.228 -1.547  -1.65
O: 5.179 2.815 1.874  -0.09
C: -3.319 2.156 -0.318  -0.83
H: 0.514 2.174 -1.258  0.32
H: 1.561 2.098 0.713  0.16
H: -1.049 2.693 2.397  0.53
H: 3.231 1.384 0.540  0.31
H: -3.940 -5.372 -2.101  0.55
H: 2.394 -0.704 1.749  0.56
Cl: 3.739 -4.459 -4.425  1.69
H: -7.562 1.777 -5.009  0.40
H: 5.773 -1.337 4.648  0.30
H: -6.446 3.965 -5.446  0.39
N: 7.555 3.793 1.169  -0.34
C: -4.526 1.235 -3.656  0.19
F: -3.481 1.562 4.176  -0.24
H: -1.171 -2.199 -3.124  0.82
H: -4.097 4.274 -4.693  0.37
C: 4.953 -1.559 3.975  -0.41
C: 1.108 -0.562 -0.029  -0.35
H: -5.734 -3.060 -1.551  0.28
C: -4.616 3.339 -4.516  -0.31
N: -2.778 -2.391 -0.992  1.43
N: -3.746 -2.202 -0.128  -0.97
O: -6.181 -1.122 0.991  -0.71
Cl: 5.613 -2.020 2.392  -0.18
C: -5.827 0.960 -4.038  -0.70
O: -4.917 -2.310 2.664  -0.69
H: -4.261 1.610 -0.278  0.27
Cl: 4.480 4.286 1.046  0.00
H: -2.635 3.466 2.423  0.42
F: 8.083 6.312 -0.125  -0.21
H: -0.047 -1.083 -2.391  -0.04
C: -1.451 -0.534 -0.243  0.51
H: -6.076 -4.521 -0.691  0.45
F: 9.894 5.126 0.115  -0.15
F: 8.357 3.266 3.884  -0.19
O: 3.746 -3.014 -4.296  -0.66
H: 0.860 0.071 1.961  0.23
H: -6.269 -0.005 -3.829  0.39
S: 7.694 3.723 -0.442  0.98
N: -3.913 2.399 -3.883  -0.37
Cs: -0.613 4.793 0.029  1.03
F: 6.428 2.517 4.504  -0.16
Cl: -3.658 -2.767 -3.433  -0.05
C: -2.543 1.911 0.982  1.37
O: 1.243 -3.180 -2.535  -0.31
H: -0.058 -5.233 1.060  -0.01
H: -3.933 0.484 -3.141  0.42
O: 8.513 2.659 -0.912  -0.58
C: -1.680 -1.626 -1.101  1.50
C: -5.088 0.316 2.931  0.41
C: -5.925 3.166 -4.938  -0.39
H: 2.568 1.760 2.106  0.50
C: -0.433 -5.494 2.046  -0.05
Cl: 3.431 0.571 6.663  -0.84
C: 8.714 5.245 -0.599  0.64
C: -0.687 -1.927 -2.186  -1.73
N: 1.499 -6.186 3.645  -0.35

=====

The following is a quantum chemistry calculation of a molecular structure, C10H19ClN2O9SV at a distorted geometry, from the Open Molecules 2025 dataset.

## Properties
- Gap between HOMO and LUMO (spin up / spin down): 8.009 / 8.076 eV
- Multiplicity: 4
- Largest force on an atom: 0.06354 Eh/bohr
- <S²>: 3.756
- ΔE to the lowest compared entry with this formula, charge and spin: 84.10 kJ/mol

Each line ends with the Mulliken charge.
Geometry (Å):
H: 8.752 2.954 6.458  0.34
O: 4.523 8.058 5.979  -0.78
H: 9.541 9.737 10.874  0.41
O: 5.550 8.122 3.659  -0.64
O: 8.770 8.483 8.921  -0.50
C: 8.263 5.207 5.227  -0.63
S: 7.070 4.786 6.581  -0.11
N: 9.131 4.757 8.784  -0.20
C: 10.381 5.025 7.950  -0.61
C: 8.088 9.136 9.745  0.48
H: 8.386 7.335 4.906  0.35
N: 9.198 7.030 6.783  0.08
H: 9.279 2.621 8.824  0.35
H: 7.220 2.462 7.159  0.47
O: 6.129 8.208 8.728  -0.36
H: 4.165 8.340 9.607  0.37
O: 4.296 6.794 8.270  -0.52
C: 7.973 3.257 7.165  -0.62
C: 9.019 6.574 5.364  -0.86
H: 6.353 10.281 9.118  0.35
H: 8.981 4.379 5.080  0.39
H: 10.457 4.235 7.186  0.28
O: 8.552 9.688 10.901  -0.45
C: 8.514 3.397 8.568  -0.77
H: 7.649 5.256 4.319  0.57
H: 9.264 8.072 6.788  0.27
O: 5.326 7.244 11.500  -0.67
H: 11.254 4.911 8.652  0.42
Cl: 5.848 8.317 5.133  1.04
H: 11.315 6.599 6.676  0.42
H: 7.690 3.368 9.273  0.41
C: 5.504 6.746 10.402  0.39
H: 10.629 7.131 8.273  0.28
H: 4.364 7.215 7.328  0.48
H: 10.019 6.574 4.872  0.35
C: 6.584 9.303 9.610  -0.46
O: 6.332 9.721 5.391  -0.61
C: 10.442 6.483 7.392  -0.77
V: 7.455 6.551 8.339  0.87
C: 4.859 7.576 9.217  0.14
O: 6.327 5.862 10.006  -0.63
H: 9.385 4.773 9.793  0.27
H: 6.160 9.240 10.628  0.43